Entry 1:
This record from the OMol25 dataset describes a 2-piece molecular cluster, C3H11NOS overall. The level of theory is the ωB97M-V functional and the def2-TZVPD basis.

HOMO level, eV: -9.0
Energy, Eh: -649.0445
LUMO energy, eV: 0.78
Net charge: 0
Energy above the lowest of the compared OMol25 structures with the same formula, charge and spin, kcal/mol: 23.5
Molecular weight, g/mol: 109.19

Last column: natural (NBO) charge in e.
Cartesian coordinates (Å):
C: -0.39 -0.77 0.95  -0.4159
N: 0.49 -0.12 -0.02  -0.6178
C: -0.24 0.09 -1.25  -0.2234
C: 0.45 1.07 -2.20  -0.5288
S: 0.07 0.64 -3.91  -0.0398
H: -0.74 -1.64 0.40  0.1995
H: 0.19 -1.15 1.80  0.1971
H: -1.11 -0.11 1.43  0.1786
H: 0.86 0.79 0.24  0.3535
H: -1.26 0.50 -1.17  0.1620
H: -0.41 -0.84 -1.80  0.1845
H: 1.52 1.01 -1.99  0.2097
H: 0.16 2.08 -1.92  0.2124
H: 0.18 1.81 -4.55  0.1274
O: 0.31 -0.79 4.66  -0.9279
H: -0.58 -0.89 4.99  0.4646
H: 0.48 -1.69 4.35  0.4644



Entry 2:
This record from the OMol25 dataset describes a 2-piece molecular cluster, C3H11NOS2 overall. The level of theory is the ωB97M-V functional and the def2-TZVPD basis.

HOMO level, eV: -8.5
Energy, Eh: -1047.2476
LUMO energy, eV: 0.53
Net charge: 0
Energy above the lowest of the compared OMol25 structures with the same formula, charge and spin, kcal/mol: 12.4
Molecular weight, g/mol: 141.26

Last column: natural (NBO) charge in e.
Cartesian coordinates (Å):
N: -2.00 -2.08 0.07  -0.8534
C: -1.18 -1.17 -0.70  -0.2042
C: 0.38 -1.32 -0.51  -0.4386
C: 1.05 0.01 -0.21  -0.5178
S: 2.89 -0.08 -0.17  0.0833
S: 3.41 1.86 -0.53  -0.1430
H: -1.87 -2.03 1.07  0.3633
H: -2.06 -3.00 -0.33  0.3655
H: -1.45 -0.14 -0.45  0.1861
H: -1.36 -1.39 -1.75  0.1910
H: 0.73 -1.72 -1.47  0.2030
H: 0.60 -2.03 0.28  0.2049
H: 0.90 0.29 0.82  0.2138
H: 0.63 0.78 -0.86  0.2240
H: 2.89 2.52 0.52  0.1207
O: -0.87 2.92 1.38  -0.9383
H: -1.11 3.66 0.81  0.4700
H: -1.58 2.91 2.04  0.4698



Entry 3:
This record from the OMol25 dataset describes a 2-piece molecular cluster, C3H11NS overall. The level of theory is the ωB97M-V functional and the def2-TZVPD basis.

HOMO level, eV: -8.3
Energy, Eh: -573.8177
LUMO energy, eV: 0.95
Net charge: 0
Energy above the lowest of the compared OMol25 structures with the same formula, charge and spin, kcal/mol: 8.7
Molecular weight, g/mol: 93.19

Last column: natural (NBO) charge in e.
Cartesian coordinates (Å):
C: -1.70 -0.69 0.56  -0.6113
C: -0.73 -1.66 1.21  -0.5032
S: 0.95 -1.02 1.61  -0.1390
H: -1.90 0.17 1.20  0.2077
H: -2.64 -1.21 0.35  0.2135
H: -1.31 -0.28 -0.38  0.1962
H: -0.63 -2.54 0.58  0.2016
H: -1.12 -1.99 2.17  0.2099
H: 0.89 0.12 0.83  0.1751
C: 1.28 0.92 -1.59  -0.4160
N: 1.05 1.62 -0.32  -0.8332
H: 1.05 1.54 -2.46  0.1760
H: 2.31 0.57 -1.65  0.2036
H: 0.64 0.04 -1.62  0.1930
H: 0.13 2.06 -0.29  0.3619
H: 1.72 2.36 -0.21  0.3643



Entry 4:
This record from the OMol25 dataset describes a 2-piece molecular cluster, C3H11NS overall. The level of theory is the ωB97M-V functional and the def2-TZVPD basis.

Expectation value of S²: 0.753
HOMO level (alpha / beta), eV: -13.1 / -12.9
Energy, Eh: -573.4738
LUMO energy (alpha / beta), eV: -3.94 / -9.06
Net charge: +1
Energy above the lowest of the compared OMol25 structures with the same formula, charge and spin, kcal/mol: 41.4
2S+1: 2
Molecular weight, g/mol: 93.19

Last column: Mulliken spin population.
Cartesian coordinates (Å):
C: 2.32 -1.72 -1.44  -0.0439
S: 1.13 -0.41 -1.59  0.9337
H: 2.05 -2.38 -0.61  0.0345
H: 3.34 -1.35 -1.32  0.0585
H: 2.27 -2.28 -2.37  0.0044
C: -1.01 1.92 0.19  0.0031
N: -0.64 0.86 1.15  0.0188
C: -1.47 -0.35 1.08  0.0031
H: -1.17 2.82 0.78  0.0003
H: -1.93 1.69 -0.35  -0.0007
H: -0.20 2.14 -0.50  -0.0013
H: 1.18 -0.06 -0.27  -0.0137
H: -0.87 1.22 2.07  -0.0007
H: -2.53 -0.17 1.25  0.0052
H: -1.38 -0.87 0.11  0.0002
H: -1.10 -1.06 1.82  -0.0015



Entry 5:
This record from the OMol25 dataset describes a 2-piece molecular cluster, C3H11NS2 overall. The level of theory is the ωB97M-V functional and the def2-TZVPD basis.

HOMO level, eV: -8.9
Energy, Eh: -971.9979
LUMO energy, eV: 0.58
Net charge: 0
Energy above the lowest of the compared OMol25 structures with the same formula, charge and spin, kcal/mol: 12.7
Molecular weight, g/mol: 125.26

Last column: natural (NBO) charge in e.
Cartesian coordinates (Å):
C: 2.18 1.03 -0.45  -0.4189
N: 1.42 0.46 0.64  -0.6232
C: 1.34 -0.98 0.57  -0.4122
H: 3.13 0.49 -0.57  0.1918
H: 1.70 0.96 -1.43  0.1632
H: 2.47 2.07 -0.26  0.2004
H: 0.50 0.89 0.67  0.3468
H: 1.12 -1.35 -0.45  0.1617
H: 0.52 -1.33 1.20  0.1962
H: 2.27 -1.40 0.93  0.1934
C: -2.65 -0.87 0.48  -0.7591
S: -3.31 0.64 -0.25  0.0901
S: -2.03 1.10 -1.75  -0.1296
H: -1.74 -1.18 -0.05  0.2384
H: -3.38 -1.66 0.33  0.2254
H: -2.47 -0.68 1.53  0.2239
H: -1.08 1.83 -1.14  0.1115



Entry 6:
This record from the OMol25 dataset describes C3H11NS2 as an isolated structure. The level of theory is the ωB97M-V functional and the def2-TZVPD basis.

Expectation value of S²: 0.761
HOMO level (alpha / beta), eV: -13.6 / -13.4
Energy, Eh: -971.6558
LUMO energy (alpha / beta), eV: -3.65 / -6.84
Net charge: +1
Energy above the lowest of the compared OMol25 structures with the same formula, charge and spin, kcal/mol: 25.2
2S+1: 2
Molecular weight, g/mol: 125.26

Last column: Mulliken spin population.
Cartesian coordinates (Å):
C: 2.35 -0.15 -1.62  -0.0209
S: 0.59 -0.31 -1.45  0.5848
H: 2.68 0.79 -1.19  0.0025
H: 2.85 -0.96 -1.08  0.0102
H: 2.67 -0.21 -2.66  0.0239
C: -1.86 -0.27 1.00  0.0089
C: -0.86 0.90 1.32  -0.0259
S: 0.81 0.31 1.54  0.4595
N: -2.22 -0.33 -0.48  0.0042
H: -2.80 -0.14 1.53  -0.0014
H: -1.39 -1.23 1.20  0.0005
H: -1.13 1.31 2.30  0.0205
H: -1.03 1.68 0.58  0.0009
H: 0.77 -0.20 0.13  -0.0683
H: -2.85 -1.12 -0.63  0.0011
H: -1.03 0.04 -0.92  0.0001
H: -2.78 0.50 -0.72  -0.0006



Entry 7:
This record from the OMol25 dataset describes C3H11NSi as an isolated structure. The level of theory is the ωB97M-V functional and the def2-TZVPD basis.

HOMO level, eV: -7.4
Energy, Eh: -465.0105
LUMO energy, eV: 0.69
Net charge: 0
Energy above the lowest of the compared OMol25 structures with the same formula, charge and spin, kcal/mol: 82.2
Molecular weight, g/mol: 89.21

Last column: natural (NBO) charge in e.
Cartesian coordinates (Å):
C: 1.84 -1.23 -0.23  -0.4279
C: 1.22 1.12 0.50  -0.4374
C: -2.38 0.66 -0.40  -1.1600
N: 0.88 -0.16 -0.22  -0.6997
Si: -1.29 -0.67 0.36  1.1702
H: 2.17 -1.70 0.65  0.1711
H: 1.30 -2.07 -0.76  0.1854
H: 2.59 -0.86 -1.05  0.1832
H: 1.85 1.13 1.35  0.1799
H: 1.94 1.61 -0.30  0.1797
H: 0.29 1.71 0.58  0.1993
H: -3.14 0.99 0.32  0.2517
H: -1.88 1.39 -1.09  0.2755
H: -2.80 0.15 -1.31  0.2426
H: -0.81 -0.12 1.71  -0.1506
H: -1.79 -1.95 -0.09  -0.1632



Entry 8:
This record from the OMol25 dataset describes C3H11O2S as an isolated structure. The level of theory is the ωB97M-V functional and the def2-TZVPD basis.

HOMO level, eV: -3.9
Energy, Eh: -669.4324
LUMO energy, eV: 2.48
Net charge: -1
Energy above the lowest of the compared OMol25 structures with the same formula, charge and spin, kcal/mol: 118.3
Molecular weight, g/mol: 111.19

Last column: natural (NBO) charge in e.
Cartesian coordinates (Å):
C: 0.60 1.04 1.05  -0.6987
C: 0.59 0.45 -0.33  -0.0310
C: 1.87 -0.04 -0.94  -0.5968
S: 2.60 -1.39 0.01  -0.5245
H: 1.50 0.70 1.56  0.2290
H: 0.59 2.12 0.89  0.2079
H: -0.28 0.67 1.61  0.3251
H: -0.03 1.03 -1.01  0.2298
H: -0.01 -0.58 -0.17  -0.0574
H: 1.65 -0.26 -1.99  0.1944
H: 2.63 0.76 -0.92  0.2514
H: -0.24 -1.37 -0.17  0.3923
H: -2.51 -0.96 1.97  0.4259
O: -1.96 -0.45 1.37  -1.2632
H: -2.35 -1.06 -1.60  0.4379
H: -2.31 -0.44 -0.16  0.5157
O: -2.35 -0.23 -1.16  -1.0376